The following is a DFT calculation (the ωB97M-V functional and the def2-TZVPD basis) of a molecular structure, C12H20O10Tl in a non-equilibrium geometry.

```
43
Properties=species:S:1:pos:R:3:nbo_charge:R:1
Tl 0.15 1.39 -0.65 0.8650
C 0.10 -2.59 -3.92 -0.3628
C 0.31 -1.41 -3.04 0.4115
C 1.85 -1.13 -2.68 0.4184
O 2.13 -0.19 -1.92 -0.6216
C 2.88 -2.04 -3.24 -0.2187
C 2.57 -3.06 -4.06 0.3033
C 1.14 -3.33 -4.48 0.3620
O 0.77 -4.27 -5.28 -0.5624
O 3.61 -3.67 -4.57 -0.4869
O -0.54 -0.65 -2.61 -0.6461
H -0.91 -2.92 -4.11 0.2258
H 3.90 -1.80 -3.00 0.2262
C 2.20 -0.30 2.13 -0.0802
C 1.91 -1.47 1.15 -0.0780
O 0.73 -1.40 0.37 -0.7316
O 2.25 0.89 1.37 -0.7280
H 3.14 -0.49 2.66 0.1778
H 1.53 -0.27 3.00 0.1592
H 1.79 -2.41 1.68 0.1662
H 2.73 -1.67 0.46 0.1842
H 0.45 -2.29 0.15 0.4845
H 2.88 1.52 1.73 0.4782
C -0.55 4.00 2.04 -0.0847
C -2.01 3.54 1.71 -0.0885
O -2.10 3.05 0.32 -0.7239
O 0.38 3.01 1.95 -0.7138
H -0.52 4.57 2.97 0.1716
H -0.22 4.68 1.26 0.1685
H -2.68 4.40 1.76 0.1807
H -2.28 2.76 2.42 0.1666
H -3.03 2.83 0.25 0.4727
H 1.11 3.23 2.53 0.4758
C -2.90 -0.81 0.57 -0.1030
C -2.47 -0.22 1.93 -0.0901
O -1.19 0.40 1.84 -0.7135
O -2.83 0.23 -0.47 -0.7256
H -3.85 -1.35 0.54 0.1912
H -2.06 -1.39 0.20 0.2068
H -2.47 -1.00 2.69 0.1717
H -3.17 0.53 2.31 0.1533
H -0.99 0.61 2.76 0.4716
H -3.73 0.50 -0.70 0.4664
```

For the max |F|, the calculation gives 6.1 eV/A. As for the spin multiplicity: 2. The calculation puts the lowest unoccupied orbital energy (spin up / spin down) at -0.01195 / -0.06063 Eh. The energy is -37931.494 eV. As for the net charge: 0. The value obtained for the gap between HOMO and LUMO (spin up / spin down) is 7.4 / 5.2 eV. The HOMO energy (spin up / spin down) is -7.686 / -6.828 eV. As for the energy above the lowest of the compared OMol25 structures with the same formula, charge and spin: 18.5 kJ/mol.

---

The following is a DFT calculation (the ωB97M-V functional and the def2-TZVPD basis) of a molecular structure, C16H48F2N5O10PbS2 in a non-equilibrium geometry.

```
84
Properties=species:S:1:pos:R:3:mulliken_charge:R:1
Pb -13.59 5.90 0.06 1.3119
N -13.68 7.49 1.85 -0.0149
S -12.46 7.99 2.66 0.9927
O -12.20 7.30 3.90 -0.5503
O -12.02 9.35 2.52 -0.6080
F -11.35 7.27 1.71 -0.3067
S -14.81 8.45 2.74 0.7939
O -14.91 9.74 2.13 -0.4854
O -14.90 8.25 4.15 -0.4975
F -16.11 7.68 2.26 -0.2626
O -12.30 4.50 1.70 -0.4614
H -11.44 4.21 1.36 0.3184
H -12.27 4.28 2.68 0.3296
O -11.74 6.11 6.31 -0.6733
H -12.13 6.62 5.58 0.5545
H -12.11 6.48 7.11 0.3267
C -18.35 9.66 1.86 -1.3552
C -19.87 9.69 1.76 0.6918
C -20.41 8.35 2.22 -0.7278
O -21.82 8.29 2.08 -0.3515
C -22.33 6.97 2.16 -0.7352
N -20.32 10.72 2.71 -0.7554
H -17.89 9.11 1.03 0.3311
H -17.97 9.15 2.74 0.2132
H -17.92 10.64 1.67 0.3675
H -20.08 9.95 0.72 0.2405
H -20.09 8.16 3.25 0.3644
H -19.97 7.64 1.51 0.3572
H -21.65 6.29 2.69 0.3431
H -22.57 6.59 1.16 0.2458
H -23.27 7.04 2.71 0.2597
H -21.32 10.89 2.61 0.2593
H -19.94 11.63 2.48 0.2353
C -6.09 5.43 1.64 -1.4328
C -7.04 5.88 2.74 0.4510
C -7.96 6.97 2.28 -0.0313
O -7.30 8.23 2.39 -0.4035
C -8.13 9.34 2.07 -0.6471
N -7.81 4.67 3.13 -0.7389
H -6.61 5.09 0.75 0.3276
H -5.44 4.66 2.06 0.3938
H -5.44 6.25 1.32 0.3393
H -6.49 6.17 3.63 0.3016
H -8.81 7.05 2.98 -0.0809
H -8.38 6.85 1.28 0.2248
H -8.10 9.38 0.97 0.2775
H -7.49 10.17 2.37 0.3299
H -9.18 9.41 2.35 0.1633
H -7.19 3.95 3.47 0.2680
H -8.30 4.91 4.00 0.2396
C -14.55 4.09 4.44 -1.3156
C -13.40 3.37 5.13 0.7922
C -13.48 1.85 5.14 -0.9034
O -14.64 1.30 5.69 -0.3576
C -14.73 1.40 7.10 -0.7107
N -12.11 3.83 4.52 -0.6172
H -15.51 3.82 4.87 0.4355
H -14.64 3.76 3.39 0.2201
H -14.42 5.17 4.45 0.2144
H -13.31 3.70 6.17 0.2924
H -12.58 1.39 5.56 0.4567
H -13.52 1.54 4.08 0.2848
H -15.56 0.78 7.44 0.2660
H -15.05 2.40 7.42 0.2624
H -13.80 1.15 7.60 0.3278
H -11.38 3.16 4.78 0.2447
H -11.90 4.67 5.05 0.0744
C -11.59 9.25 -2.53 -1.5782
C -12.04 9.39 -1.09 0.3034
C -12.58 10.75 -0.65 -0.7031
O -13.78 10.97 -1.36 -0.3562
C -14.49 12.11 -0.95 -0.7484
N -13.07 8.35 -0.82 -0.2773
H -10.72 9.86 -2.76 0.4121
H -12.35 9.51 -3.27 0.3969
H -11.37 8.21 -2.80 0.3715
H -11.19 9.20 -0.43 0.1521
H -11.88 11.55 -0.92 0.5492
H -12.81 10.75 0.42 0.3428
H -15.50 12.07 -1.36 0.2712
H -14.01 13.03 -1.31 0.3086
H -14.60 12.20 0.13 0.2914
H -13.59 8.69 -0.02 0.2010
H -13.66 8.34 -1.65 0.3629
```

For the max |F|, the calculation gives 8.2 eV/A. The calculation puts the lowest unoccupied orbital energy at -0.21113 Eh. The energy is -77638.976 eV. As for the net charge: +1. The value obtained for the gap between HOMO and LUMO is 5.3 eV. The HOMO energy is -11.049 eV.